Record 1
A structure of composition C36H75N7 at a distorted geometry, computed with ωB97M-V/def2-TZVPD.

Properties
Highest occupied orbital energy, eV: -6.5
Max |F|, eV/A: 19.75

Last column: Mulliken charge in e.
Geometry (Å):
H1 2.36233 0.41789 3.26824  0.3899
C1 -0.10591 2.97993 2.86267  -0.1505
H2 -2.53124 -5.32438 -0.89529  0.4816
H3 -0.39834 2.60081 -1.63792  0.8715
H4 -4.38967 3.42433 -2.28553  0.4305
H5 5.03798 2.95211 -0.95016  0.4764
N1 -3.44138 -1.22432 -2.11317  0.1171
H6 5.61614 2.79695 0.74503  0.3936
H7 -3.06147 -1.28400 -0.00130  0.5354
H8 -4.93066 1.72173 -1.01343  0.5460
H9 -0.36286 -2.57420 1.89744  0.5871
C2 0.83813 -0.14489 -2.21666  -0.1219
H10 0.25169 -0.41176 -1.33748  0.5227
N2 1.31099 1.61165 1.42595  0.4982
N3 -0.69675 -4.89302 0.16640  0.1328
H11 -0.95073 -3.24931 -2.35852  0.5388
H12 -1.00401 0.65787 -0.60492  -1.3822
H13 -1.38683 0.29861 -0.86740  -0.4038
C3 0.35127 -3.86234 0.28586  0.3856
C4 1.10155 2.58643 3.38505  0.5464
H14 -3.83152 0.72149 0.01497  0.0520
H15 1.25418 -3.95046 -1.33705  0.7667
N4 2.18069 -0.83315 -2.21121  0.0429
C5 -3.83086 0.20213 -2.14434  -0.4070
H16 3.66040 0.33504 2.16627  0.2242
H17 2.40694 -0.20161 1.81610  0.6961
H18 -0.67998 -4.97834 -2.34802  0.4831
H19 0.36741 -6.70503 1.77409  0.3097
C6 3.42229 2.45527 0.51831  -0.3608
H20 1.75261 2.31351 2.00254  0.1211
H21 -0.07325 2.98256 0.58887  0.3749
H22 1.66759 -2.65623 -0.22638  0.1658
H23 2.56875 1.54685 -0.39988  -0.0478
C7 1.35237 3.34287 4.55229  -1.0954
H24 -0.96476 -0.00041 -3.30875  0.2722
H25 -0.80051 -0.86902 -1.98096  -0.2063
C8 0.01825 -0.45401 -3.43538  -2.1855
C9 0.30135 4.24032 4.59422  -1.1970
H26 0.48526 -5.19961 2.78641  0.2653
H27 -5.58951 -1.66780 -2.49147  0.5164
C10 2.97773 -0.40829 -1.06800  -0.4518
C11 -1.23257 -5.29284 1.46690  -0.3393
H28 -1.69463 -4.50404 2.06053  0.2640
H29 0.55582 4.40986 0.76099  0.0905
H30 3.47095 4.91080 1.86515  0.7752
C12 -4.48689 0.73872 -0.85584  -1.1264
C13 -4.70700 -1.99600 -1.94232  -0.6358
H31 0.67653 -1.37474 0.18036  -2.3250
H32 3.23501 1.58235 -2.01719  0.4679
C14 -2.03579 2.80015 -0.18083  1.6203
H33 0.96720 0.93741 -2.22453  0.6575
C15 -4.51568 -3.43638 -2.44825  -1.1931
C16 -2.58619 -1.47690 -0.96307  -0.5739
H34 -4.08062 3.39067 0.42022  0.3636
H35 -2.15102 3.06611 -3.38734  0.2806
H36 -4.38365 -3.44884 -3.53015  0.3059
H37 2.02041 4.65964 2.79232  0.3938
H38 2.61112 -0.79585 -0.11747  -0.1034
H39 2.05202 4.54712 -0.20656  0.1767
H40 -2.95188 0.77448 -2.44086  0.0120
H41 0.21246 -2.49831 -1.26786  0.0326
H42 -5.03147 -1.89168 -0.90697  0.4174
C17 -0.01935 -2.47507 0.86774  -0.3190
H43 0.02856 5.05675 5.24647  0.4247
H44 -5.53118 -3.80969 -2.31599  0.5290
C18 -1.41805 -4.20684 -2.12859  -1.9321
H45 -5.37486 0.16267 -0.59547  0.4743
H46 1.45095 5.92665 0.64935  0.5749
C19 -1.42584 2.84749 -1.41477  -1.2981
H47 1.82075 1.86413 3.02808  1.0199
C20 -0.13636 0.76153 0.02978  0.6012
H48 0.78355 -3.68819 -0.69948  -2.0903
C21 0.29191 1.96657 0.61772  -1.0841
H49 3.17439 2.82378 3.87088  0.3166
H50 0.81922 -1.78627 0.97005  0.4504
H51 4.73146 4.16873 0.28216  0.4125
H52 3.49296 1.36942 0.58186  0.0382
N5 -0.58744 4.11638 3.56060  0.0214
N6 2.80079 2.88458 1.74318  0.3534
H53 2.68283 2.48163 -0.28207  0.2503
C22 -0.17047 -5.95615 2.35544  -1.3807
C23 0.68956 -0.32113 0.41728  -0.9310
C24 -3.48397 3.25869 -1.72102  -0.6555
H54 1.12229 -4.43126 0.80546  0.8372
H55 2.21972 3.23592 5.18685  0.5910
C25 -1.22155 -0.77287 -0.98016  2.4631
H56 1.65931 -2.62383 -3.21527  0.3902
H57 -2.34891 -3.62455 -0.28434  1.1127
C26 -1.84956 -4.49375 -0.71242  -0.5039
C27 2.12377 -2.31186 -2.27984  -2.2807
C28 2.50649 4.40312 1.85103  -0.9203
H58 -0.64560 -6.59103 3.10329  0.4616
H59 -1.50703 2.62412 0.74428  0.9586
C29 1.55479 4.84371 0.71695  -0.9065
H60 3.15855 -2.64219 -2.18926  0.5875
H61 3.81462 0.57687 4.02798  0.4699
C30 4.78875 3.09538 0.10125  -1.6391
C31 3.34835 0.84230 3.07918  -1.2138
H62 -0.91512 -2.09229 0.37871  0.2807
C32 3.49066 2.37392 2.92976  -0.1427
H63 -2.30266 -4.24661 -2.76417  0.5306
C33 -3.34546 3.22615 -0.35366  -2.1640
H64 -4.56039 0.23279 -2.95363  0.5379
H65 -2.03088 -5.99945 1.23999  0.5500
H66 4.54694 2.62961 2.84609  0.4810
N7 -2.28799 3.09715 -2.38715  0.1069
C34 1.58759 0.24946 1.27610  -1.3154
H67 0.45166 -0.20764 -4.40470  0.4355
C35 1.23562 -2.86873 -1.20430  1.0583
H68 -0.57310 2.69171 1.93258  0.8891
H69 -0.24774 -1.50175 -3.57535  0.3586
H70 -3.76533 -4.04467 -1.94322  0.0480
H71 4.24654 1.26915 -0.53694  0.8571
H72 3.94352 -0.89329 -1.20984  0.6522
H73 -0.58671 -1.21157 -0.21033  0.1319
H74 -1.29309 4.79911 3.32387  0.2584
C36 3.30544 1.07899 -1.05294  -1.5425
H75 -2.44265 -2.55570 -1.02378  -1.4902

***

Record 2
A cluster of 4 separate species, C36H76FINO15S3 in total at a distorted geometry, computed with ωB97M-V/def2-TZVPD.

Properties
Net charge: +1
Highest occupied orbital energy, eV: -11.1
Max |F|, eV/A: 2.91

Last column: Mulliken charge in e.
Geometry (Å):
C1 0.98094 -0.81849 0.45262  -0.2251
O1 -7.64099 6.98686 -3.43547  -0.2766
H1 -2.82487 3.88155 -11.78669  0.3859
H2 -7.99127 5.00237 -3.27522  0.2898
C2 7.07269 -7.32172 1.27561  -0.9656
H3 3.77382 -3.34231 -1.46726  0.4764
S1 7.23901 -5.16047 -1.18295  1.2539
C3 -5.86036 1.92322 -5.55117  -1.1697
C4 2.68541 0.57192 2.79372  -1.6906
O2 -4.04861 1.80313 -8.26895  -0.5496
H4 2.07993 -0.86275 11.24608  0.4186
H5 7.18137 -6.06808 -3.34546  0.3258
H6 -6.09269 1.49713 -6.52018  0.3423
C5 1.19715 0.20250 2.66030  1.5316
H7 7.36335 -7.65878 2.27040  0.3851
C6 0.83748 -2.94132 6.70463  -0.9967
H8 0.58084 -0.98821 13.83229  0.2802
H9 3.41090 -1.25251 -3.37136  0.4010
H10 -1.59635 -1.21419 0.15958  0.8959
H11 2.73777 -2.69731 7.62774  0.2887
H12 7.02103 -4.29106 -3.32814  0.3544
H13 1.89800 -4.19687 8.07397  0.4971
H14 3.64995 0.12408 -2.33082  0.3875
O3 8.00394 -6.50952 -0.85424  -0.2750
H15 -3.72800 1.90063 -5.57445  0.2508
C7 -2.71561 0.29673 -2.58253  -0.1830
C8 2.00612 -2.85525 10.40917  -0.7838
H16 1.58020 -1.54222 -1.94608  -0.0410
H17 -2.30437 -0.36530 -7.80674  0.3066
H18 2.74007 0.32587 -0.23675  0.4514
H19 0.45479 0.07351 12.42084  0.3235
C9 8.28816 -6.80698 0.53140  -0.3649
C10 2.53400 -1.52103 -1.42890  1.1679
C11 -1.27389 -0.51680 -0.61623  -1.1843
H20 1.37020 1.74622 -0.76102  0.6129
H21 3.07353 -2.91619 10.19030  0.4005
H22 3.27639 -0.31762 2.97426  0.7435
O4 1.04035 1.70580 -3.14459  -0.4661
H23 -3.97192 -0.93405 -7.51197  0.3240
H24 1.61906 -0.91845 6.70798  0.1630
C12 -2.82831 3.27372 -10.88253  -0.9622
C13 7.55422 -5.14349 -2.91359  -0.9417
H25 9.06363 -7.56889 0.50161  0.2722
C14 3.62082 -0.96205 -2.34418  -1.8158
H26 -2.36567 1.39106 -0.77956  0.2583
H27 8.62322 -5.03809 -3.07345  0.3313
C15 2.39454 -0.69883 -0.13170  -2.2320
H28 -7.13551 5.44996 -4.74148  0.3465
H29 6.61865 -8.15380 0.73830  0.2668
C16 -2.81078 1.80432 -11.25097  -0.3838
C17 -0.05687 0.23978 -0.02181  0.6103
H30 -8.17559 9.53436 -2.84797  0.3154
C18 1.77588 -3.12865 7.90679  -0.8229
N1 -0.59664 1.03757 1.13792  0.1486
H31 6.31561 -6.54622 1.38447  0.2816
C19 0.14139 -0.88607 12.83714  -0.7405
C20 0.41058 1.42183 2.16453  -0.7796
H32 -3.71417 1.51347 -11.78790  0.3406
O5 -5.67546 8.45832 -3.62503  -0.6104
F1 1.15755 2.42917 1.61224  -0.4280
H33 -3.71501 3.52870 -10.30376  0.2834
H34 -0.46858 -0.42946 3.80048  0.6686
C21 0.85143 -1.48559 6.19184  -0.4286
C22 -4.52869 1.38173 -5.05770  -0.2068
O6 -4.99156 0.25314 -9.96790  -0.6611
H35 2.49713 -2.16580 12.37841  0.4342
H36 3.04138 -1.16079 0.60786  0.8688
H37 1.33122 -1.35783 9.04181  0.2731
H38 2.80532 -3.18794 -0.00237  0.3322
H39 0.19323 -2.65656 9.27992  0.2346
H40 -5.82556 3.00136 -5.65269  0.1963
C23 -7.19820 5.63546 -3.66800  -0.4429
H41 -0.93802 -0.87153 12.94464  0.2402
H42 2.24258 -1.48074 4.56287  0.2938
S2 -6.91847 8.14353 -4.25719  1.2316
H43 8.71206 -5.92533 1.01361  0.3373
C24 -5.88571 5.32889 -2.97521  -0.7366
H44 -1.28648 0.45156 1.61426  0.7552
H45 0.60219 -1.77298 0.10352  0.7749
H46 -0.13864 1.85538 2.99747  0.6491
H47 2.71436 1.16588 5.91517  0.1884
H48 -3.35995 -0.03543 -0.57656  0.5460
H49 1.69461 -3.83611 10.75917  0.3270
H50 3.84238 0.09338 5.10484  0.2295
O7 0.54912 0.65108 -2.30026  -0.2011
O8 0.49624 -1.95598 11.99995  -0.2996
C25 1.25231 -2.43979 9.15446  -0.3023
C26 -3.23926 -0.66811 -8.27093  -0.9405
H51 -0.29923 2.07183 -1.11672  0.9107
H52 0.75088 -2.27900 4.18704  0.6588
H53 3.00565 0.96056 1.83279  0.6631
C27 0.57357 -0.17110 4.02574  -1.3778
H54 2.05074 -3.64734 -1.49614  0.3012
C28 -8.08177 9.41938 -3.92419  -0.9289
H55 -7.68957 10.33112 -4.36852  0.3715
H56 -5.64412 4.26846 -3.06588  0.1308
H57 -4.45641 0.31390 -5.24160  0.3913
H58 -5.93777 5.59183 -1.91845  0.3197
H59 -2.07940 1.01980 -3.07994  0.0706
H60 -1.06514 1.88548 0.81565  0.6456
C29 -4.17685 0.59433 -2.86804  0.0733
C30 1.83857 -1.88318 11.55207  -0.7097
C31 2.99519 1.65147 3.84253  -0.7476
O9 -6.95004 7.80296 -5.64538  -0.6399
I1 4.42193 3.06218 3.02455  0.1152
H61 -5.06740 5.89885 -3.41399  0.3249
C32 3.52212 1.12505 5.18660  -0.8800
H62 -9.03284 9.15339 -4.37610  0.3178
H63 -1.96194 1.58429 -11.89427  0.2747
O10 -2.63749 0.94552 -10.09758  -0.2729
H64 1.11452 -3.63887 5.91938  0.4772
O11 7.92156 -4.07227 -0.55378  -0.6665
C33 -2.46724 0.34477 -1.06465  -1.0853
H65 -6.61664 1.64120 -4.82566  0.3985
H66 -0.17705 -3.17003 7.02127  0.3921
O12 5.83658 -5.34282 -0.96019  -0.5881
H67 4.58424 -1.37841 -2.07294  0.4681
H68 -0.87161 -1.11623 -1.42413  0.6354
C34 1.16545 -1.40799 4.68492  -1.0019
O13 -5.08559 -0.09048 -2.39143  -0.5850
H69 -2.47760 -0.70374 -2.92901  0.4967
H70 4.31335 1.74812 5.57733  0.4744
H71 0.52377 0.69265 4.68468  0.3288
H72 -0.12488 -1.03105 6.34210  0.3568
H73 -3.08629 -1.49649 -8.95634  0.3617
C35 0.43952 1.26197 -1.04720  -1.8054
H74 0.93178 1.32731 -4.02323  0.3197
S3 -3.89633 0.69828 -9.16771  1.2412
O14 -4.39574 1.69397 -3.64594  -0.2285
H75 2.12076 2.26212 4.02847  0.4895
O15 1.00734 -0.95560 1.87461  -0.3781
C36 2.82132 -3.00663 -1.07380  -1.5586
H76 -1.95595 3.52881 -10.28117  0.2595